This record from the OMol25 dataset describes a structure of composition C46H51Cl3F4N4O4PS3TaTe. The level of theory is wB97M-V/def2-TZVPD.

Geometry as ORCA input:
```
! RIJCOSX wB97M-V def2-TZVPD def2/J DEFGRID3
* xyz 1 2
Ta -0.32057 -2.44891 0.79582
C 0.20202 -6.24175 1.43722
N 0.99073 -5.14597 0.90943
C 2.39714 -5.20586 1.34859
C 0.84473 -4.98007 -0.50843
C -0.62644 -4.96271 -0.97745
N -1.37627 -4.00535 -0.27409
C -2.69238 -3.86905 -0.66525
C -3.51156 -2.91225 -0.05864
F -2.87706 -2.08327 0.86329
C -4.78081 -2.64497 -0.45179
F -5.47648 -1.61792 0.11850
C -5.48721 -3.47743 -1.32468
C -4.75594 -4.50313 -1.90214
F -5.33338 -5.32075 -2.79825
C -3.41572 -4.69620 -1.55907
F -2.71024 -5.69813 -2.16122
H 0.08480 -7.09260 0.70987
H -0.86708 -5.93500 1.58051
H 0.64033 -6.65782 2.37377
H 2.96000 -5.93175 0.77833
H 2.37416 -5.56854 2.36582
H 2.90951 -4.22905 1.29914
H 1.37943 -5.70888 -1.15522
H 1.28081 -3.99018 -0.72874
H -1.02285 -5.98648 -0.89834
H -0.60458 -4.75965 -2.08782
H -6.49598 -3.16448 -1.57945
C -4.24000 -2.25950 3.97033
C -3.62129 -0.94175 3.78433
O -2.18574 -1.13113 4.29911
P -0.91319 -1.38999 3.42989
S -0.84285 -0.26474 1.59502
S -0.52045 -3.42122 2.87609
O 0.27280 -0.83885 4.24788
C 0.27641 -0.21784 5.66305
C -0.03553 -1.33918 6.60960
H -5.31447 -2.27270 3.83517
H -4.03490 -2.62435 4.98034
H -3.85868 -2.99762 3.19504
H -4.02769 -0.13539 4.38705
H -3.56434 -0.57374 2.75748
H -0.41619 0.64831 5.57404
H 1.29655 0.17009 5.74046
H -1.12770 -1.50364 6.60204
H 0.27070 -0.99533 7.59852
H 0.49689 -2.25108 6.32320
C 6.63387 1.53110 -1.26915
C 5.53399 0.80038 -0.51740
C 5.80081 -0.07937 0.54347
C 4.79744 -0.70987 1.20784
C 5.18264 -1.59285 2.33968
C 3.39984 -0.56556 0.79254
C 2.45209 -1.47978 1.32752
O 1.58982 -2.17142 0.53371
C 3.11883 0.47876 -0.18392
C 1.78280 0.99758 -0.57921
C 4.18360 1.05743 -0.83102
H 7.52353 0.92646 -1.30892
H 6.84435 2.47327 -0.79820
H 6.33608 1.78306 -2.28526
H 6.81892 -0.32258 0.77028
H 4.93751 -1.13494 3.35684
H 6.26106 -1.79646 2.30964
H 4.62464 -2.52637 2.38589
H 2.53179 -1.83415 2.32770
H 0.94886 0.55531 -0.02771
H 1.63709 0.76019 -1.65722
H 1.78190 2.10744 -0.50418
H 3.99275 1.78455 -1.58393
Te -0.06145 -1.50208 -2.11008
C 1.79788 -1.88198 -3.17079
C 1.87914 -1.40585 -4.49292
C 2.89146 -1.88591 -5.34494
C 3.88032 -2.74046 -4.82149
C 3.85754 -3.09861 -3.47318
C 2.83238 -2.64609 -2.65493
H 1.09795 -0.76366 -4.88192
H 2.94213 -1.47488 -6.34806
H 4.67424 -3.11831 -5.48588
H 4.58121 -3.80446 -3.05823
H 2.77121 -2.90091 -1.62489
Cl -1.15480 9.76496 -3.33584
C -1.52880 8.18712 -2.90759
C -0.62385 7.10305 -2.95562
C -0.97929 5.85711 -2.45959
C -2.23246 5.62694 -1.85480
C -2.34206 4.32701 -1.05684
C -3.73996 3.70843 -1.18505
N -3.77124 2.39390 -1.92798
C -3.74386 2.25493 -3.30744
C -3.69788 0.89653 -3.55928
N -3.65092 0.18763 -2.38259
C -3.69487 1.10293 -1.43075
O -2.12668 4.47849 0.37011
C -0.71554 4.38116 0.70493
C 0.02299 5.74037 0.86183
C -0.43878 6.81661 1.64443
Cl -1.95504 7.17966 2.28127
S 0.85659 7.84815 2.14049
C 1.95151 7.05063 1.13569
C 1.39504 5.92589 0.54708
C -3.12140 6.70687 -1.80366
Cl -4.67508 6.66909 -1.00105
C -2.78857 7.93793 -2.36609
H 0.37362 7.27059 -3.25117
H -0.33409 5.02363 -2.62146
H -1.59225 3.67200 -1.53773
H -4.41126 4.34541 -1.77197
H -4.10144 3.55209 -0.15884
H -3.86317 3.05784 -4.03745
H -3.70068 0.39474 -4.51485
H -3.78185 0.89720 -0.36147
H -0.16877 3.83718 -0.11043
H -0.58154 3.81889 1.62266
H 2.95028 7.45965 1.03003
H 2.00831 5.16880 0.06240
H -3.51991 8.71537 -2.30143
*
```

Results
ΔE to the lowest compared entry with this formula, charge and spin = 0.0 kcal per mole
largest force on an atom = 0.114 hartree/bohr
⟨S²⟩ = 0.84